No. 1
Computed, not measured: C3H8N2O4S as an isolated structure in a non-equilibrium geometry, with ωB97M-V with the def2-TZVPD basis set.

CARTESIAN COORDINATES (ANGSTROEM)
S1 0.212 0.674 1.447
O1 0.133 2.051 1.294
O2 0.677 -0.693 -2.190
O3 1.722 0.213 1.462
O4 -0.480 0.116 2.575
N1 1.355 1.258 -1.180
N2 0.000 -1.911 0.407
C1 -0.237 -0.145 -0.075
C2 0.688 0.084 -1.247
C3 -1.731 0.031 -0.448
H1 1.231 1.774 -0.264
H2 -2.167 -0.834 -1.024
H3 1.650 -0.758 1.342
H4 -2.270 0.119 0.392
H5 -0.101 -2.418 -0.478
H6 -0.822 -1.963 0.923
H7 -1.855 0.930 -1.022
H8 1.993 1.472 -1.914

Cartesian forces (eV/Å) of the 6 atoms listed first:
S -0.7 -3.8 1.7
O 0.5 3.4 -0.8
O 0.2 0.3 0.6
O -0.1 0.1 0.3
O 0.2 -0.2 -0.9
N -1.0 -0.2 1.7

Output
**Charge**: 0
**LUMO energy**: 0.632 eV
**ΔE to the lowest compared entry with this formula, charge and spin**: 91.2 kJ/mol
**Spin multiplicity**: 1
**HOMO-LUMO gap**: 11.2 eV

No. 2
Computed, not measured: one molecule with the formula C3H8N2OS in a non-equilibrium geometry, with ωB97M-V with the def2-TZVPD basis set.

CARTESIAN COORDINATES (ANGSTROEM)
S1 0.490 -0.361 -2.348
O1 -1.402 -1.391 0.514
N1 0.751 0.143 1.723
N2 -2.052 0.733 0.011
C1 1.107 -0.617 -0.622
C2 -1.128 -0.244 0.245
C3 0.307 0.302 0.352
H1 0.749 -1.595 -0.294
H2 1.763 0.080 1.698
H3 0.434 -0.744 2.101
H4 1.020 0.863 -2.266
H5 2.184 -0.488 -0.561
H6 -2.947 0.393 -0.296
H7 -1.666 1.634 -0.174
H8 0.391 1.293 -0.082

Cartesian forces (eV/Å) of the 6 atoms listed first:
S 0.7 0.1 0.8
O 0.1 -0.3 -0.4
N 0.5 0.5 -0.1
N 0.6 -1.3 0.1
C -1.4 -0.2 0.2
C -0.3 1.5 1.0

Output
**Charge**: 0
**LUMO energy**: 0.695 eV
**ΔE to the lowest compared entry with this formula, charge and spin**: 62.1 kJ/mol
**Spin multiplicity**: 1
**SMILES**: NC(=O)[C@@H](N)CS
**HOMO-LUMO gap**: 9.9 eV

No. 3
Computed, not measured: C3H8N2OS as an isolated structure in a non-equilibrium geometry, with ωB97M-V with the def2-TZVPD basis set.

CARTESIAN COORDINATES (ANGSTROEM)
S1 0.185 -0.814 -0.986
O1 -3.510 0.603 -0.189
N1 -1.409 -0.464 0.438
N2 -2.601 -0.568 0.344
C1 2.038 0.235 0.190
C2 1.294 -0.954 0.456
C3 0.947 0.811 -0.843
H1 1.691 -2.017 0.552
H2 0.582 -0.678 1.378
H3 0.300 1.395 -0.295
H4 -2.944 1.399 -0.030
H5 -3.321 -1.242 0.196
H6 2.273 0.913 0.948
H7 1.505 1.218 -1.748
H8 2.970 0.163 -0.410

Cartesian forces (eV/Å) of the 6 atoms listed first:
S 1.5 -0.7 -1.4
O 0.9 0.6 0.3
N -2.8 -0.2 2.2
N 1.3 2.3 -1.0
C 1.6 2.2 -4.2
C -3.4 -3.4 2.6

Output
**Charge**: 0
**LUMO energy**: 0.881 eV
**ΔE to the lowest compared entry with this formula, charge and spin**: 629.9 kJ/mol
**Spin multiplicity**: 1
**HOMO-LUMO gap**: 8.9 eV

No. 4
Computed, not measured: one molecule with the formula C3H8N2S, with ωB97M-V with the def2-TZVPD basis set.

CARTESIAN COORDINATES (ANGSTROEM)
S1 3.625 -0.001 0.089
N1 0.975 -0.004 0.240
N2 -0.292 -0.003 -0.329
C1 -1.017 -1.211 0.037
C2 -1.010 1.215 0.041
C3 2.090 0.005 -0.506
H1 -1.989 -1.221 -0.477
H2 -0.460 2.083 -0.294
H3 -0.454 -2.092 -0.279
H4 -1.989 1.225 -0.475
H5 1.852 -0.003 -1.551
H6 -1.188 -1.277 1.115
H7 -1.200 1.279 1.118
H8 1.057 0.004 1.271

Cartesian forces (eV/Å) of the 6 atoms listed first:
S -0.4 0.0 -0.2
N 0.5 0.0 0.7
N -0.2 0.2 -0.2
C -0.2 -0.1 -0.3
C -0.7 -0.3 -0.4
C 0.1 -0.1 1.0

Output
**Charge**: 0
**LUMO energy**: 0.792 eV
**ΔE to the lowest compared entry with this formula, charge and spin**: 173.0 kJ/mol
**Spin multiplicity**: 1
**SMILES**: CN(C)NC=S
**HOMO-LUMO gap**: 9.2 eV

No. 5
Computed, not measured: one molecule with the formula C3H8N2S in a non-equilibrium geometry, with ωB97M-V with the def2-TZVPD basis set.

CARTESIAN COORDINATES (ANGSTROEM)
S1 0.937 0.386 -0.076
N1 2.001 -0.820 -0.109
N2 -0.781 -0.728 -0.744
C1 -1.584 -0.539 0.412
C2 3.252 -0.974 0.162
C3 -0.247 -2.086 -0.912
H1 -1.615 -1.277 1.178
H2 -2.734 -0.484 0.191
H3 -1.392 0.507 0.850
H4 -0.885 -2.839 -0.505
H5 0.732 -2.229 -0.537
H6 3.919 -0.188 0.671
H7 3.759 -1.992 -0.042
H8 -0.256 -2.284 -1.992

Cartesian forces (eV/Å) of the 6 atoms listed first:
S -1.3 -1.5 -0.8
N 2.4 0.0 0.2
N 3.0 0.5 0.7
C -3.3 2.6 0.6
C 0.1 -0.1 0.4
C -1.8 0.7 -1.9

Output
**Charge**: 0
**LUMO energy**: 0.134 eV
**ΔE to the lowest compared entry with this formula, charge and spin**: 407.8 kJ/mol
**Spin multiplicity**: 1
**SMILES**: C=NSN(C)C
**HOMO-LUMO gap**: 8.7 eV

No. 6
Computed, not measured: C3H8N2S as an isolated structure in a non-equilibrium geometry, with ωB97M-V with the def2-TZVPD basis set.

CARTESIAN COORDINATES (ANGSTROEM)
S1 1.705 0.112 -1.750
N1 0.962 -0.421 -0.058
N2 -1.184 -0.274 0.855
C1 -0.341 -0.337 2.071
C2 -0.325 -0.152 -0.106
C3 -2.458 0.521 0.671
H1 -0.605 0.824 -1.083
H2 0.381 -1.265 1.966
H3 2.560 1.124 -1.352
H4 -0.030 0.508 2.463
H5 -3.178 0.405 1.694
H6 -1.000 -0.648 2.960
H7 -2.762 0.048 -0.453
H8 -2.336 1.885 0.414

Cartesian forces (eV/Å) of the 6 atoms listed first:
S -0.3 -0.2 2.1
N -0.7 0.7 -2.7
N -1.2 1.0 2.5
C -3.6 -7.3 1.5
C 3.5 4.7 -6.0
C -0.5 1.2 -0.9

Output
**Charge**: 0
**LUMO energy**: 0.636 eV
**ΔE to the lowest compared entry with this formula, charge and spin**: 604.6 kJ/mol
**Spin multiplicity**: 1
**HOMO-LUMO gap**: 9.3 eV

Question: Which value of spin multiplicity does entry 4 give?
Answer: 1

Question: Look up the ΔE to the lowest compared entry with this formula, charge and spin of the first one.
Answer: 91.2 kJ/mol